# 1
The molecule C3H8N2O2 in a non-equilibrium geometry, computed with ωB97M-V/def2-TZVPD.

Computed properties:
LUMO energy   0.79 eV
HOMO level   -9.435 eV
ΔE to the lowest compared entry with this formula, charge and spin   27.5 kcal/mol
E   -379.09714 Eh
SMILES   NC(=O)CNCO

```
! RIJCOSX wB97M-V def2-TZVPD def2/J DEFGRID3
* xyz 0 1
N -0.6774 0.8860 1.8129
C 0.4071 0.0626 1.5997
O 1.4258 0.1753 2.2353
C 0.2198 -1.0087 0.5059
N 0.6473 -0.5448 -0.7964
C -0.2034 0.3900 -1.5146
O -0.4995 -0.1117 -2.7881
H -0.4828 1.4733 2.5974
H -1.3061 1.0882 1.0520
H 0.7492 -1.8987 0.8389
H -0.8382 -1.2739 0.4717
H 1.5786 -0.1905 -0.7712
H -1.1499 0.5420 -0.9586
H 0.2268 1.3971 -1.5169
H -0.0973 -0.9861 -2.7680
*
```

=====

# 2
A cluster of 14 separate species, C51H122N11O18P2 in total in a non-equilibrium geometry, computed with ωB97M-V/def2-TZVPD.

Computed properties:
LUMO energy (alpha / beta)   -5.05 / -9.95 eV
HOMO level (alpha / beta)   -11.678 / -11.678 eV
E   -4655.31370 Eh

```
! RIJCOSX wB97M-V def2-TZVPD def2/J DEFGRID3
* xyz 2 2
C -2.2786 -2.4531 2.5717
C -1.1333 -2.1853 1.7130
C -1.0601 -0.8395 0.9700
C 0.1503 -0.5859 0.0543
N 0.0412 0.7620 -0.8145
C 1.2297 0.9130 -1.7691
C 2.3938 1.5285 -0.8750
C 1.7067 2.1513 0.3475
C 0.2389 1.9974 0.1119
C -1.2877 0.9317 -1.5910
H -2.3350 -1.8323 3.4659
H -2.3399 -3.5081 2.8388
H -3.2920 -2.2684 2.2152
H -0.9701 -2.9582 0.9619
H -0.3081 -2.3058 2.4148
H -1.0958 -0.0409 1.7110
H -1.9460 -0.5991 0.3823
H 0.2468 -1.3541 -0.7130
H 1.0986 -0.6680 0.5854
H 0.9494 1.4604 -2.6690
H 1.3711 -0.0653 -2.2284
H 2.8776 2.3218 -1.4449
H 3.1663 0.7753 -0.7203
H 2.0009 3.1990 0.2840
H 2.2353 1.7830 1.2268
H 0.0143 2.8646 -0.5091
H -0.3873 2.0048 1.0040
H -1.6981 -0.0554 -1.8036
H -1.0649 1.5878 -2.4324
H -1.9707 1.5296 -0.9876
C 6.0403 -3.3342 8.1498
C 4.7621 -2.3746 8.0544
C 3.4235 -3.0790 7.6742
C 3.0411 -3.1150 6.1810
C 2.2178 -1.9254 5.7055
C 1.7696 -1.9294 4.2255
H 6.8486 -2.6293 8.3440
H 6.1594 -3.7703 7.1579
H 5.9563 -4.1287 8.8913
H 4.7787 -1.7653 8.9581
H 4.8827 -1.6247 7.2727
H 2.5888 -2.7157 8.2737
H 3.6481 -4.0663 8.0777
H 3.9318 -3.3299 5.5906
H 2.4026 -3.9776 5.9902
H 1.3225 -1.8495 6.3227
H 2.8000 -1.0182 5.8668
H 0.7219 -1.6718 4.0700
H 2.4442 -1.2584 3.6938
H 1.8236 -2.9753 3.9234
C 5.1478 3.6578 4.1137
C 3.6018 3.5869 4.0224
O 3.1703 2.5405 3.5050
N 2.8911 4.5992 4.4280
C 1.4639 4.7135 4.2457
H 5.5946 4.6515 4.0822
H 5.4183 3.0655 3.2396
H 5.4073 3.1229 5.0273
H 3.3002 5.1775 5.1480
H 1.0764 3.8030 3.7885
H 1.1333 5.5512 3.6317
H 1.0129 4.7882 5.2352
C 5.6433 -0.4612 -0.4436
C 4.9929 -1.3208 0.6002
O 3.8184 -1.2930 0.6859
N 5.7220 -2.1783 1.4144
C 5.0491 -3.3078 2.1138
H 5.7180 0.5618 -0.0749
H 5.1078 -0.2925 -1.3779
H 6.6140 -0.8537 -0.7464
H 6.7224 -2.2317 1.2863
H 4.7436 -4.1219 1.4566
H 4.2811 -2.9087 2.7764
H 5.7431 -3.8737 2.7353
C -0.8071 -2.0785 -4.3637
C -0.7483 -0.7128 -5.0083
O -0.6657 0.3193 -4.3501
N -0.6643 -0.7963 -6.2982
C -0.4050 0.3025 -7.2011
H -0.9543 -3.0125 -4.9061
H -1.6458 -2.0481 -3.6683
H 0.0491 -2.2440 -3.7098
H -0.7123 -1.7270 -6.6876
H -0.4670 -0.0680 -8.2243
H 0.5730 0.7307 -6.9815
H -1.2190 0.9836 -6.9528
C 4.1140 7.1858 -1.3689
C 3.3579 6.5646 -0.1627
O 3.9588 5.7314 0.5422
N 2.0652 6.8923 -0.0661
C 1.1177 6.2322 0.8347
H 4.6546 6.4061 -1.9055
H 4.9538 7.8471 -1.1555
H 3.5112 7.6748 -2.1341
H 1.6155 7.6132 -0.6123
H 0.8171 6.8776 1.6600
H 1.5106 5.4187 1.4446
H 0.2403 5.9653 0.2456
C -4.4001 -3.6876 8.8021
C -3.5332 -4.1633 7.6213
O -3.9123 -5.1318 6.9425
N -2.4114 -3.4879 7.3881
C -1.4810 -3.9391 6.3069
H -3.9966 -4.1367 9.7096
H -5.4411 -3.9779 8.6605
H -4.3135 -2.6010 8.7990
H -1.9073 -2.9608 8.0868
H -1.1044 -4.9459 6.4874
H -0.5482 -3.4410 6.5710
H -1.6766 -3.7513 5.2511
C 3.1917 0.9303 -4.7437
C 4.6000 1.0511 -4.2357
O 4.8737 1.8747 -3.3751
N 5.4711 0.1643 -4.6898
C 6.8410 -0.1107 -4.3638
H 2.7647 1.9173 -4.5661
H 2.7248 0.0948 -4.2221
H 3.1343 0.6512 -5.7958
H 5.2204 -0.3332 -5.5322
H 7.2849 0.3509 -5.2458
H 7.2447 -1.1070 -4.1834
H 7.0820 0.5753 -3.5517
C 0.5031 5.7284 -4.5573
C 0.9060 4.6199 -3.7099
O 0.0967 3.8622 -3.1657
N 2.2006 4.3770 -3.5675
C 3.3724 4.9369 -4.3283
H -0.5811 5.7156 -4.6689
H 0.9852 5.8245 -5.5301
H 0.8040 6.6695 -4.0969
H 2.4985 3.5806 -3.0224
H 3.1737 5.5522 -5.2058
H 3.9894 4.0863 -4.6180
H 4.1072 5.4175 -3.6824
C 0.5456 -5.8895 -3.0965
C 0.7409 -4.7705 -2.0898
O -0.2004 -4.0334 -1.7994
N 1.9455 -4.7615 -1.5594
C 2.3533 -3.8971 -0.4706
H 1.2210 -6.7438 -3.1411
H 0.5541 -5.4467 -4.0925
H -0.4780 -6.2629 -3.1249
H 2.6847 -5.3986 -1.8200
H 2.8011 -4.6153 0.2163
H 1.6241 -3.2752 0.0486
H 3.1188 -3.1784 -0.7632
C -3.9018 0.7350 4.1028
C -3.0420 1.8959 3.6086
O -2.6060 1.9096 2.4574
N -2.9575 2.9475 4.4792
C -2.1671 4.1328 4.3562
H -3.5263 0.2701 5.0144
H -3.9349 0.0076 3.2917
H -4.8927 1.0818 4.3958
H -3.2675 2.8426 5.4347
H -2.8923 4.9430 4.2811
H -1.5845 4.1151 3.4352
H -1.4743 4.3101 5.1789
C -2.8186 2.7441 -5.1568
C -3.3943 3.5515 -3.9648
O -4.5099 4.0367 -3.9813
N -2.6177 3.8189 -2.9811
C -2.8824 4.6351 -1.7436
H -1.7648 2.4901 -5.0431
H -2.9300 3.4771 -5.9558
H -3.5471 1.9381 -5.2448
H -1.6617 3.4952 -3.0181
H -2.3844 4.4729 -0.7877
H -3.9375 4.4911 -1.5111
H -2.7536 5.7093 -1.8761
C -5.5232 -0.4402 -0.8236
O -5.2450 -1.7786 -1.3039
P -5.8711 -2.9713 -0.4570
O -5.4688 -3.0592 0.9916
O -7.4549 -2.6878 -0.6563
C -8.4100 -3.6473 -0.4563
O -5.6010 -4.2097 -1.4137
C -4.2802 -4.8223 -1.3957
H -6.2552 -0.4329 -0.0160
H -5.6314 0.4059 -1.5022
H -4.6047 -0.1461 -0.3156
H -7.9762 -4.4672 0.1161
H -8.8264 -4.0031 -1.3987
H -9.2688 -3.3175 0.1285
H -3.4946 -4.0700 -1.4666
H -4.2280 -5.2747 -2.3860
H -3.9593 -5.5011 -0.6055
C -4.0890 -0.4278 -3.8729
O -3.9686 -1.8403 -4.0735
P -4.9907 -2.7259 -5.0193
O -4.7277 -4.2194 -4.9307
O -6.5168 -2.1536 -4.6077
C -7.5547 -2.9491 -4.2565
O -4.8819 -2.0329 -6.4954
C -3.7268 -2.0658 -7.1921
H -3.3564 -0.0940 -3.1380
H -3.8102 -0.0190 -4.8442
H -5.1284 -0.2463 -3.5996
H -7.3145 -3.9101 -3.8016
H -8.2311 -2.9288 -5.1110
H -8.0333 -2.4688 -3.4031
H -3.3757 -1.0417 -7.3190
H -4.2275 -2.2822 -8.1358
H -2.9322 -2.7404 -6.8735
*
```